No. 1
ORCA calculation (ωB97M-V with the def2-TZVPD basis set) on C24H22IrN5O5Se as an isolated structure.

The value obtained for the energy above the lowest of the compared OMol25 structures with the same formula, charge and spin is 0.0 kcal per mole. The total charge is +1. The HOMO-LUMO gap (spin up / spin down) comes out at 6.71 / 5.78 eV. As for the spin multiplicity: 2.

Geometry as XYZ:
```
58
Properties=species:S:1:pos:R:3:forces:R:3
Ir 0.304652 1.704479 0.001792 0.0 0.4 0.5
O -2.748256 3.354729 2.312668 0.1 0.0 0.0
C -1.889089 2.856315 1.458653 0.0 0.0 0.0
O -0.681733 2.765146 1.693191 -0.2 -0.1 -0.1
C -2.476132 2.438902 0.149784 0.0 0.1 0.2
C -3.786201 2.505443 -0.267256 0.0 0.0 -0.1
C -4.064945 2.054275 -1.561403 0.0 0.0 0.0
C -3.059191 1.552976 -2.375362 0.0 0.0 0.0
C -1.762287 1.506685 -1.881556 0.0 0.0 0.0
N -1.532345 1.961880 -0.661557 0.0 -0.1 -0.1
C -0.491526 0.894999 -2.528032 0.1 0.3 -0.1
O -0.345156 1.309316 -3.850921 -0.2 0.0 0.0
O 0.645869 1.362940 -1.860126 0.0 -0.5 -0.3
H -2.291976 3.588044 3.138941 0.0 0.0 0.0
H -4.559207 2.891094 0.380880 0.0 0.0 0.0
H -5.082430 2.089892 -1.925990 0.0 0.0 0.0
H -3.272404 1.194329 -3.372439 0.0 0.0 0.0
H -0.686206 0.608885 -4.421217 0.1 0.0 0.0
N -2.528126 -6.359112 5.051452 0.0 0.0 0.0
C -2.210892 -5.417099 4.476018 0.0 0.0 0.0
C -1.814063 -4.237603 3.755838 0.0 0.0 0.0
C -0.481842 -4.063234 3.389571 0.0 0.0 0.0
C -0.102816 -2.926889 2.700651 0.0 0.0 0.0
C -1.046343 -1.952505 2.367686 0.0 0.0 0.0
C -2.380030 -2.139581 2.736695 0.0 0.0 0.0
C -2.764032 -3.273155 3.426813 0.0 0.0 0.0
C -0.644028 -0.780694 1.643700 -0.1 0.0 0.0
C -0.265644 0.172222 1.005065 0.0 -0.1 0.0
H 0.247951 -4.818434 3.646466 0.0 0.0 0.0
H 0.930946 -2.789383 2.413378 0.0 0.0 0.0
H -3.114891 -1.390301 2.475450 0.0 0.0 0.0
H -3.796075 -3.420346 3.713331 0.0 0.0 0.0
C 3.128397 3.669400 0.096603 0.0 0.0 0.0
C 3.214105 2.278032 0.606879 0.0 -0.1 -0.1
N 2.243362 1.377203 0.616198 0.2 0.2 0.1
C 2.767330 0.209054 1.136663 0.0 0.0 0.0
C 4.065795 0.419969 1.449235 0.0 -0.1 0.0
N 4.324840 1.726871 1.118226 0.0 0.0 0.0
H 2.261374 3.783264 -0.554911 0.0 0.0 0.0
H 4.009475 3.910475 -0.498250 0.0 0.0 0.0
H 3.047296 4.390234 0.910980 0.0 0.0 0.0
H 2.169779 -0.678020 1.230294 0.0 0.0 0.0
H 4.817987 -0.232392 1.852441 0.0 0.0 0.0
H 5.217155 2.186373 1.184252 0.0 0.0 0.0
Se 2.801992 2.322337 -3.659108 0.0 0.0 0.0
C 3.734724 1.210463 -2.575224 0.0 0.0 0.0
N 4.313416 0.502266 -1.866517 0.0 0.0 0.0
C 1.217083 -1.472214 -3.590983 0.0 0.0 0.0
C 0.471928 -1.338576 -2.277621 0.0 0.0 0.0
C -0.083640 -2.650574 -1.772040 0.0 0.0 0.0
O -0.689222 -0.466014 -2.415967 0.0 -0.1 0.0
H 2.090637 -2.109832 -3.450275 0.0 0.0 0.0
H 1.565874 -0.505443 -3.953896 0.0 0.0 0.0
H 0.580448 -1.932057 -4.349900 0.0 0.0 0.0
H 1.130749 -0.899751 -1.526506 0.0 0.0 0.0
H -0.770969 -3.083992 -2.499923 0.0 0.0 0.0
H -0.613203 -2.504367 -0.831028 0.0 0.0 0.0
H 0.731737 -3.356944 -1.611760 0.0 0.0 0.0
```
Positions in Å, forces in eV/Å.

No. 2
ORCA calculation (ωB97M-V with the def2-TZVPD basis set) on a 6-piece molecular cluster, C12H36O12 overall at a distorted geometry.

The value obtained for the energy above the lowest of the compared OMol25 structures with the same formula, charge and spin is 7.2 kcal per mole. As for the SMILES: OCCO.OCCO.OCCO.OCCO.OCCO.OCCO. The HOMO-LUMO gap comes out at 10.16 eV.

Geometry as XYZ:
```
60
Properties=species:S:1:pos:R:3:forces:R:3
C 1.827584 -2.901646 -2.758101 1.1 1.2 -0.9
C 3.124348 -2.231861 -2.301968 0.0 0.2 0.8
O 3.200423 -2.051159 -0.896201 -0.3 -0.2 -0.1
O 0.717396 -2.019400 -2.599393 -0.2 -0.1 0.6
H 1.668820 -3.825884 -2.210167 -0.2 -0.1 -0.1
H 2.001211 -3.023165 -3.835025 -0.3 -0.7 0.1
H 3.267881 -1.256464 -2.792568 -0.3 -0.1 -0.2
H 3.991000 -2.842881 -2.574071 -0.2 -0.1 0.0
H 2.420467 -1.543740 -0.595775 0.2 0.0 0.0
H 0.426067 -1.680870 -3.444204 0.1 -0.1 -0.2
C 0.154816 -0.658997 1.127561 0.2 -0.8 1.1
C -0.729173 -1.816544 0.707540 -1.1 -0.3 0.0
O -1.276457 -1.661495 -0.595593 0.6 0.3 0.3
O 1.173887 -0.422864 0.187818 -0.2 0.5 -0.3
H 0.610155 -0.949887 2.084516 0.3 -0.1 -0.2
H -0.393280 0.239780 1.423145 -0.2 0.1 -0.7
H -1.563307 -1.910758 1.415596 -0.1 0.3 -0.1
H -0.264729 -2.808253 0.798575 0.6 0.3 -0.2
H -0.495620 -1.609815 -1.179640 -0.4 -0.2 -0.1
H 0.894133 0.307537 -0.400458 0.4 -0.2 0.1
C -3.416559 -1.065680 4.866631 0.1 0.0 0.5
C -4.789998 -0.434430 4.656424 1.1 -0.2 -0.2
O -4.670281 0.672023 3.777800 -0.4 -0.6 -0.3
O -3.071684 -1.877903 3.731247 0.1 0.3 0.2
H -3.359420 -1.685369 5.770387 -0.4 0.0 0.0
H -2.694385 -0.256030 5.020385 0.0 0.0 -0.3
H -5.162255 -0.088142 5.617111 -0.2 0.0 0.0
H -5.417251 -1.217975 4.223262 -0.4 0.1 0.2
H -4.632474 0.240226 2.895763 0.1 0.5 0.1
H -2.223389 -2.276979 3.948894 0.0 -0.1 -0.2
C 1.417129 2.838747 -2.096358 0.0 -0.6 0.2
C 2.059784 2.301712 -3.362833 -0.4 -0.3 -0.2
O 1.098508 2.093326 -4.392736 -0.2 0.2 -0.2
O 0.699115 1.788911 -1.407272 -0.1 -0.2 -0.1
H 0.676398 3.609798 -2.307016 0.4 0.3 -0.2
H 2.185874 3.172747 -1.398636 0.0 0.2 -0.1
H 2.576990 1.355545 -3.171838 0.1 0.2 0.3
H 2.779361 3.002694 -3.783725 0.0 0.1 0.2
H 0.505724 1.375679 -4.153827 0.1 0.0 0.2
H -0.245766 1.884714 -1.553877 0.0 0.1 -0.1
C 4.066813 1.052675 0.430369 0.3 -0.9 1.1
C 5.004280 0.670518 -0.675799 0.4 0.5 -0.5
O 4.966187 1.634711 -1.743236 -0.1 -0.4 -0.2
O 4.627382 1.992471 1.346289 -0.3 0.5 -0.2
H 3.802576 0.137410 0.981274 0.1 0.1 -0.1
H 3.119307 1.448846 0.076231 0.1 0.2 -0.2
H 4.777701 -0.331045 -1.046985 -0.3 0.3 -0.3
H 6.039402 0.592190 -0.322388 -0.1 0.0 0.3
H 5.656873 2.288956 -1.625354 0.0 0.0 0.2
H 5.552383 1.787783 1.499468 0.0 -0.2 0.0
C -4.767572 1.342510 0.128184 -0.7 0.8 -0.4
C -3.821204 0.195219 0.318021 0.5 -0.7 -0.2
O -4.299232 -0.644052 1.367794 -0.3 0.3 0.3
O -4.342422 2.164389 -0.981769 0.1 -0.5 0.4
H -4.851887 2.010751 0.989025 0.3 -0.4 0.4
H -5.780225 0.970382 -0.060378 0.1 -0.1 -0.1
H -2.810439 0.562478 0.521866 -0.1 0.0 0.1
H -3.767118 -0.443950 -0.567778 0.1 0.5 -0.3
H -3.608238 -1.245370 1.675384 0.0 0.1 0.0
H -4.635605 3.047879 -0.751593 0.1 0.1 -0.3
```
Positions in Å, forces in eV/Å.

No. 3
ORCA calculation (ωB97M-V with the def2-TZVPD basis set) on a 8-piece molecular cluster, C5H23NO7 overall at a distorted geometry.

The value obtained for the energy above the lowest of the compared OMol25 structures with the same formula, charge and spin is 80.7 kcal per mole. As for the SMILES: C/C=C/C=C/N.O.O.O.O.O.O.O. The HOMO-LUMO gap comes out at 8.13 eV.

Geometry as XYZ:
```
36
Properties=species:S:1:pos:R:3:forces:R:3
N 3.863611 -0.110511 -0.497056 1.3 -0.8 -2.0
C 2.731414 -0.879479 -0.352074 -1.4 0.6 0.8
C 2.253432 -1.933323 -1.041175 0.0 1.5 0.9
C 0.941976 -2.464817 -0.655900 0.8 0.2 0.5
C -0.069701 -2.562534 -1.503541 1.5 0.6 -0.1
C -1.295107 -3.257778 -1.193115 -3.9 1.5 -0.8
H 4.488911 -0.511347 -1.206771 -0.2 0.4 0.5
H 4.407674 0.209459 0.280513 -0.4 0.0 0.6
H 2.009673 -0.397272 0.353814 0.6 -0.6 -0.3
H 2.729568 -2.551988 -1.744942 1.2 -0.2 -1.0
H 1.053671 -2.746818 0.395371 -1.2 -0.6 -0.2
H 0.070425 -2.000859 -2.452882 -0.4 -0.9 0.6
H -1.262941 -3.991151 -0.401688 0.2 -0.5 -0.3
H -2.081464 -2.518179 -0.842161 0.9 -0.2 0.2
H -1.895472 -3.486436 -2.120138 1.0 -1.0 0.8
H 1.076197 0.001234 -1.952068 -0.2 0.4 -0.2
H 0.239585 1.103363 -2.749809 0.5 0.0 0.3
O 0.195077 0.272326 -2.262653 -0.4 0.0 0.0
H -0.641246 3.578847 -2.879273 -0.1 0.0 0.1
H 0.687548 4.131821 -2.415486 -0.2 -0.3 0.3
O -0.016958 3.520041 -2.146980 0.3 0.2 -0.6
H -4.658386 -0.353101 0.858286 0.0 0.1 -0.1
H -3.910120 -0.096675 2.156307 0.1 0.1 0.1
O -4.035703 0.256092 1.269974 -0.1 -0.2 0.0
H -1.755518 2.240646 3.257916 -0.1 -0.4 0.2
H -0.323519 1.908128 3.573335 -1.0 -0.7 0.0
O -1.228434 1.509213 3.622810 0.9 1.3 -0.4
H -0.232533 2.019472 1.275636 -0.4 -0.2 0.0
H 0.054226 1.970497 -0.208992 -0.1 0.2 0.0
O 0.419442 2.269564 0.626170 1.2 0.1 0.2
H -2.683960 1.358076 0.367239 -0.3 0.5 0.4
H -1.833957 1.392944 -0.798664 0.1 1.2 0.5
O -2.110433 2.013696 -0.071178 -0.5 -2.0 -1.2
H 0.663729 -0.600543 3.335332 -1.0 0.4 0.5
H 0.907266 0.678520 4.367383 -0.9 -0.6 0.1
O 1.242027 0.028874 3.756459 2.1 0.0 -0.4
```
Positions in Å, forces in eV/Å.

No. 4
ORCA calculation (ωB97M-V with the def2-TZVPD basis set) on C42H44IrN3O6S2 as an isolated structure at a distorted geometry.

The value obtained for the energy above the lowest of the compared OMol25 structures with the same formula, charge and spin is 5.7 kcal per mole. The total charge is +3. The HOMO-LUMO gap (spin up / spin down) comes out at 7.06 / 5.69 eV. As for the spin multiplicity: 2.

Geometry as XYZ:
```
98
Properties=species:S:1:pos:R:3:forces:R:3
Ir 0.476184 -0.096224 0.920628 1.5 0.7 0.0
C 0.098206 -1.105675 3.842839 -0.1 0.0 0.1
O 0.467424 0.051953 3.029335 -0.3 -0.4 -0.1
C 1.730925 0.662336 3.440041 0.1 0.1 0.1
C 2.860736 0.024681 2.690507 0.0 0.1 0.1
O 2.604840 0.344315 1.301549 -0.1 -0.4 -0.2
C 3.633784 -0.172155 0.423427 0.1 -0.1 0.1
H -0.034601 -0.756956 4.864664 0.0 0.0 0.0
H 0.863701 -1.873324 3.793924 0.0 0.0 0.0
H -0.840063 -1.488959 3.450139 0.0 0.0 0.0
H 1.855298 0.578606 4.517954 -0.2 -0.2 0.0
H 1.636359 1.709570 3.170533 0.0 0.0 0.1
H 2.881005 -1.054495 2.811665 0.1 0.0 0.0
H 3.821781 0.432532 3.005374 0.0 0.2 -0.1
H 4.584986 0.268427 0.718153 0.0 0.0 0.0
H 3.366638 0.137217 -0.574782 0.0 0.0 -0.1
H 3.677405 -1.258352 0.505209 0.0 0.0 0.0
C 1.131423 4.301487 1.072388 0.2 0.1 0.1
S 0.707096 2.949459 0.002855 -0.2 -0.3 0.1
O 0.403980 1.854814 1.130860 -0.2 0.6 0.0
C -0.913638 3.418596 -0.513771 -0.2 -0.1 0.1
C -1.123421 3.687028 -1.856514 0.1 0.0 -0.1
C -2.395805 4.056373 -2.277158 0.0 0.0 0.0
C -3.431099 4.136694 -1.359998 0.0 0.0 0.0
C -3.206536 3.862819 -0.010252 0.0 0.0 0.0
C -1.944264 3.506966 0.423873 0.0 0.0 0.0
H 0.270514 4.592100 1.669626 0.0 0.0 0.0
H 1.449317 5.117870 0.421050 0.0 0.0 0.0
H 1.963480 3.986137 1.700861 0.0 0.0 -0.1
H -0.298066 3.638175 -2.553310 0.0 0.0 -0.1
H -2.571903 4.296488 -3.317485 0.0 0.0 0.0
H -4.418432 4.433395 -1.689745 0.0 0.0 0.0
H -4.014528 3.959460 0.704279 0.0 0.0 0.0
H -1.755934 3.309887 1.472108 0.0 0.0 0.0
O -0.189564 -2.134864 0.150717 -0.3 0.1 0.2
C 0.650857 -2.758271 0.862270 0.3 0.0 0.0
O 1.414359 -1.951984 1.513043 -0.1 -0.5 -0.1
C 0.752777 -4.199982 0.946709 -0.1 0.0 0.0
C 1.668497 -4.791299 1.821511 0.1 0.0 0.0
C 1.738229 -6.168594 1.903887 0.0 0.0 0.0
C 0.896078 -6.950770 1.120014 0.0 0.0 0.0
C -0.009412 -6.364493 0.242164 0.0 0.0 0.0
C -0.088941 -4.988616 0.157077 0.0 0.0 0.0
H 2.319579 -4.173193 2.426583 0.0 0.0 0.0
H 2.442359 -6.638082 2.577070 0.0 0.0 0.0
H 0.942032 -8.029303 1.198710 0.0 0.0 0.0
H -0.651618 -6.984885 -0.367927 0.0 0.0 0.0
H -0.796036 -4.518092 -0.514231 0.0 0.0 0.0
O 0.998342 0.193741 -1.044722 -0.1 -0.5 -0.5
S 0.260820 -0.000851 -2.448204 -0.1 0.1 0.4
C 1.508932 0.414972 -3.716772 0.2 0.2 0.1
C 2.328779 1.649840 -3.476985 -0.2 0.0 0.0
C 1.891974 2.892917 -3.922822 -0.1 0.1 0.0
C 2.692360 4.015552 -3.765666 0.0 0.0 0.0
C 3.940489 3.897476 -3.168405 0.0 0.0 0.0
C 4.392561 2.654984 -2.745291 0.0 0.0 0.0
C 3.587586 1.535211 -2.901908 0.1 0.0 0.1
C 0.085749 -1.799943 -2.785504 0.2 0.1 0.0
C 1.320569 -2.537845 -3.184922 0.3 -0.2 -0.1
C 2.356174 -2.763403 -2.266220 -0.5 0.1 -0.2
C 3.478231 -3.473127 -2.643522 0.2 -0.1 -0.3
C 3.586917 -3.962594 -3.946318 -0.1 0.1 0.0
C 2.560836 -3.747041 -4.864010 0.4 -0.1 0.2
C 1.440129 -3.029136 -4.488546 -0.2 0.1 0.4
H 0.871530 0.529110 -4.599369 0.0 -0.1 0.0
H 2.136262 -0.465543 -3.834045 0.0 0.0 0.0
H 0.944871 2.977630 -4.446113 0.0 0.0 0.0
H 2.357691 4.974981 -4.137882 0.0 0.0 0.0
H 4.576588 4.767554 -3.069211 0.0 0.0 0.0
H 5.387086 2.554253 -2.328705 0.0 0.0 0.0
H 3.960801 0.555294 -2.626025 0.0 0.0 0.0
H -0.685289 -1.836150 -3.558915 0.0 0.1 0.0
H -0.319331 -2.174576 -1.850400 -0.2 0.0 -0.1
H 2.269529 -2.376654 -1.258449 0.0 0.0 0.1
H 4.274802 -3.656147 -1.933352 0.0 0.0 0.0
H 4.473932 -4.505246 -4.247114 -0.1 0.0 0.0
H 2.640188 -4.143834 -5.867369 0.0 0.0 0.0
H 0.638226 -2.867760 -5.200637 0.0 0.0 0.0
N -8.634465 2.669916 5.513500 0.1 0.0 -0.1
C -7.772841 2.280565 4.861778 0.0 0.0 0.0
C -6.688274 1.802270 4.041883 -0.1 0.1 0.1
C -5.372161 2.058510 4.416341 0.0 0.0 0.0
C -4.328308 1.614601 3.624675 0.0 0.1 0.0
C -4.607579 0.910396 2.463181 0.2 -0.1 -0.2
C -5.910957 0.639479 2.085106 -0.1 0.0 0.0
C -6.953905 1.090480 2.877623 0.0 0.0 0.0
N -3.516175 0.454458 1.620234 -0.2 0.0 0.1
C -3.634219 -0.082924 0.353860 0.0 0.1 0.0
C -2.383314 -0.350730 -0.083015 0.1 0.1 0.1
N -1.500849 0.020716 0.911010 -0.5 -0.2 -0.1
C -2.219580 0.500463 1.926434 0.1 0.0 -0.2
H -5.169874 2.608773 5.324918 0.0 0.0 0.0
H -3.314956 1.836342 3.931813 0.0 0.0 0.0
H -6.142949 0.071240 1.195985 0.0 0.0 0.0
H -7.976704 0.886251 2.592738 0.0 0.0 0.0
H -4.579872 -0.227741 -0.134278 0.0 0.0 0.0
H -2.067557 -0.785331 -1.012795 0.0 0.0 0.0
H -1.808747 0.869765 2.848011 0.0 0.0 0.0
```
Positions in Å, forces in eV/Å.

| no. | electronic energy (Ha) |
| --- | --- |
| 1 | -4083.24501 |
| 2 | -1381.58719 |
| 3 | -785.64345 |
| 4 | -3142.28104 |